Entry 1:
104
Properties=species:S:1:pos:R:3 method="wB97M-V/def2-TZVPD" homo_energy_ha=-0.297 gap_ev=8.427 relative_energy_kj_mol=0.00 energy_ev=-53960.258
Mg -24.74 9.37 -8.27
C -27.21 9.22 -11.87
C -25.97 8.90 -11.05
C -24.78 9.62 -11.68
O -26.10 9.12 -9.65
H -27.54 10.26 -11.84
H -28.08 8.69 -11.48
H -27.12 8.93 -12.92
H -25.86 7.85 -11.31
H -24.59 9.26 -12.69
H -23.90 9.32 -11.11
H -24.79 10.71 -11.60
C -21.71 12.02 -8.06
C -21.93 10.66 -8.70
C -20.64 9.96 -8.97
O -22.79 9.84 -8.00
H -22.68 12.41 -7.75
H -21.15 12.71 -8.69
H -21.07 11.86 -7.20
H -22.38 10.93 -9.66
H -19.95 10.08 -8.13
H -20.14 10.51 -9.76
H -20.78 8.92 -9.29
C -28.99 10.08 -4.58
C -29.45 11.39 -5.21
O -28.72 12.35 -4.56
H -29.18 10.08 -3.51
H -27.99 9.76 -4.88
H -29.72 9.34 -4.92
H -30.51 11.59 -5.02
H -29.37 11.46 -6.30
H -28.94 13.19 -4.98
C -24.22 13.23 -4.50
C -25.71 13.30 -4.67
O -26.11 12.04 -5.11
H -23.84 14.22 -4.23
H -23.78 12.89 -5.43
H -23.97 12.50 -3.73
H -26.04 14.09 -5.34
H -26.11 13.56 -3.69
H -27.02 11.90 -4.86
C -27.34 12.20 -8.65
C -25.86 12.25 -8.59
O -25.41 11.23 -7.71
H -27.71 11.24 -9.01
H -27.57 12.99 -9.37
H -27.78 12.44 -7.68
H -25.57 13.20 -8.15
H -25.32 12.19 -9.54
H -25.64 11.56 -6.84
C -24.06 5.38 -9.91
C -24.75 6.10 -8.69
O -24.06 7.34 -8.46
H -23.04 5.07 -9.67
H -23.99 6.03 -10.78
H -24.62 4.54 -10.31
H -24.72 5.48 -7.80
H -25.78 6.30 -9.00
H -23.14 7.24 -8.20
C -28.22 6.65 -3.83
C -28.52 6.37 -5.28
O -27.84 7.25 -6.16
H -28.09 7.72 -3.67
H -27.22 6.28 -3.60
H -28.91 6.22 -3.10
H -29.59 6.42 -5.45
H -28.21 5.38 -5.60
H -28.19 7.15 -7.05
C -24.64 7.32 -5.01
C -24.94 8.80 -5.27
O -25.64 8.93 -6.50
H -25.41 6.68 -5.43
H -24.58 7.13 -3.93
H -23.66 7.04 -5.39
H -23.97 9.31 -5.27
H -25.50 9.31 -4.49
H -26.49 8.50 -6.39
C -30.77 8.08 -8.72
C -29.33 8.58 -8.64
O -28.39 7.55 -8.87
H -31.44 8.90 -8.48
H -31.06 7.28 -8.04
H -31.00 7.74 -9.73
H -29.18 8.99 -7.64
H -29.24 9.39 -9.37
H -27.68 8.04 -9.30
C -19.29 5.55 -7.25
C -20.45 6.08 -8.14
O -21.55 6.33 -7.31
H -18.99 6.32 -6.54
H -18.47 5.27 -7.91
H -19.47 4.66 -6.64
H -20.71 5.29 -8.84
H -20.16 6.97 -8.70
H -21.40 7.08 -6.74
C -19.21 8.63 -4.55
C -20.41 9.38 -5.10
O -21.07 8.61 -6.05
H -18.70 9.17 -3.75
H -18.45 8.38 -5.29
H -19.65 7.76 -4.06
H -20.08 10.33 -5.52
H -21.13 9.57 -4.31
H -21.52 9.17 -6.68

Entry 2:
114
Properties=species:S:1:pos:R:3 method="wB97M-V/def2-TZVPD" homo_energy_ha=-0.348 gap_ev=5.915 total_charge=+1 energy_ev=-161113.420
C 0.86 3.99 2.00
C 0.28 4.42 0.58
C -0.97 3.54 0.21
S -2.60 4.35 0.35
C -2.47 6.13 0.76
C -2.04 6.44 2.26
C -0.68 7.22 2.39
Br -0.87 8.44 3.96
O -3.32 3.61 1.68
B -4.66 4.10 1.87
O -5.11 4.17 3.21
O -5.54 4.51 0.87
H 1.67 4.69 2.32
H 1.31 2.98 1.85
H 0.01 3.97 2.73
H 0.14 5.52 0.47
H 1.08 4.14 -0.15
H -0.81 3.10 -0.80
H -0.97 2.67 0.93
H -3.47 6.59 0.55
H -1.73 6.57 0.04
H -2.00 5.47 2.82
H -2.82 7.06 2.78
H 0.12 6.50 2.67
H -0.45 7.81 1.47
H -4.45 3.69 3.74
H -5.83 3.77 0.32
O 0.61 0.29 0.62
P 0.49 -0.85 -0.42
N -0.27 -1.92 0.68
C 0.07 -3.27 1.04
C -1.51 -1.48 1.31
N 2.20 -1.12 -0.50
C 2.87 -2.14 0.28
C 3.01 0.10 -0.47
N 0.27 -2.03 -1.70
C -1.02 -2.67 -1.96
C 1.21 -2.22 -2.79
H -0.81 -3.92 1.04
H 0.51 -3.30 2.05
H 0.77 -3.75 0.36
H -2.34 -1.50 0.60
H -1.43 -0.46 1.70
H -1.78 -2.11 2.16
H 2.64 -2.07 1.35
H 3.96 -2.07 0.17
H 2.63 -3.14 -0.09
H 3.15 0.48 0.54
H 2.54 0.89 -1.07
H 3.99 -0.08 -0.91
H -0.98 -3.72 -1.67
H -1.30 -2.62 -3.02
H -1.83 -2.19 -1.42
H 1.86 -3.08 -2.58
H 1.83 -1.35 -2.95
H 0.72 -2.42 -3.75
O 3.53 -2.90 3.85
P 4.53 -2.68 4.99
N 3.74 -3.70 6.11
C 3.32 -3.45 7.47
C 3.50 -5.09 5.72
N 4.12 -1.01 5.20
C 3.20 -0.54 6.22
C 3.84 -0.29 3.95
N 5.86 -2.45 6.11
C 6.53 -3.56 6.77
C 6.62 -1.21 6.21
H 3.61 -4.27 8.13
H 2.24 -3.33 7.52
H 3.78 -2.56 7.90
H 4.43 -5.67 5.73
H 3.08 -5.15 4.71
H 2.79 -5.58 6.38
H 2.24 -1.07 6.20
H 3.00 0.53 6.11
H 3.65 -0.62 7.21
H 2.81 -0.46 3.60
H 4.52 -0.60 3.16
H 3.98 0.79 4.09
H 6.28 -3.56 7.84
H 7.61 -3.51 6.68
H 6.23 -4.52 6.35
H 6.26 -0.61 7.05
H 6.55 -0.61 5.30
H 7.69 -1.38 6.36
O -2.53 -1.96 -5.59
P -2.82 -0.89 -6.65
N -3.72 0.14 -5.62
C -5.03 0.72 -5.79
C -3.08 0.60 -4.39
N -3.83 -1.93 -7.60
C -5.28 -1.91 -7.53
C -3.38 -3.32 -7.68
N -2.91 0.31 -7.93
C -2.57 1.71 -7.72
C -2.97 -0.04 -9.35
H -5.04 1.78 -5.53
H -5.77 0.21 -5.15
H -5.39 0.68 -6.81
H -2.32 1.36 -4.60
H -2.59 -0.22 -3.86
H -3.80 1.03 -3.69
H -5.64 -2.03 -6.50
H -5.71 -2.72 -8.13
H -5.69 -1.00 -7.97
H -3.68 -3.90 -6.80
H -2.29 -3.37 -7.76
H -3.78 -3.81 -8.57
H -3.48 2.32 -7.77
H -1.88 2.09 -8.47
H -2.10 1.87 -6.76
H -4.01 0.01 -9.70
H -2.59 -1.04 -9.55
H -2.38 0.63 -9.98